1.
Molecular formula: C5H12N2Si2
Method: DFT, ωB97M-V/def2-TZVPD

XYZ file:
```
21
C5H12N2Si2 ωB97M-V/def2-TZVPD
Si -2.60 -1.32 0.26
C -1.19 -0.05 0.28
Si -1.53 1.85 0.39
C 0.07 -0.54 -0.51
C 1.18 0.33 -1.05
C 2.56 -0.16 -0.50
C 2.46 -0.26 0.95
N 1.36 -0.24 1.56
N 0.15 -0.71 0.90
H -2.64 -2.39 1.32
H -2.45 -2.09 -1.01
H -3.94 -0.72 0.48
H -0.51 2.39 1.37
H -2.91 2.14 0.74
H -1.32 2.59 -0.85
H -0.05 -1.50 -1.13
H 0.95 1.36 -0.81
H 1.02 0.41 -2.15
H 2.76 -1.18 -0.93
H 3.34 0.40 -0.91
H 3.28 -0.33 1.60
```

Values from the calculation:
Energy relative to the best compared isomer or geometry (same formula, charge and spin) = 1.181 eV
Net charge = 0
HOMO-LUMO gap = 9.43 eV
LUMO energy = 0.785 eV
SMILES string = [SiH3]C1([SiH3])[C@H]2CCC=NN21
2S+1 = 1
Energy = -886.0389 a.u.

Now the Mulliken charges, all in e:
1. Si 0.363
2. C 0.634
3. Si 0.484
4. C -0.400
5. C -0.923
6. C -0.612
7. C -0.023
8. N -0.691
9. N -0.038
10. H -0.103
11. H -0.129
12. H -0.135
13. H -0.079
14. H -0.196
15. H -0.120
16. H 0.230
17. H 0.292
18. H 0.327
19. H 0.241
20. H 0.434
21. H 0.441


2.
Molecular formula: C5H12N3
Method: DFT, ωB97M-V/def2-TZVPD

XYZ file:
```
20
C5H12N3 ωB97M-V/def2-TZVPD
C 0.91 2.08 -0.84
C 1.49 0.90 0.05
C 0.26 -0.11 0.26
N 0.82 -1.39 1.26
N -0.41 -0.50 -0.80
C -1.82 -0.96 -0.75
C -2.48 -0.87 0.58
N -3.22 -0.85 1.46
H 0.56 1.65 -1.75
H 1.66 2.81 -1.10
H 0.11 2.61 -0.18
H 1.74 1.37 0.94
H 2.41 0.44 -0.39
H -0.47 0.25 0.99
H 1.74 -1.78 0.88
H 0.13 -2.01 1.59
H 1.09 -0.89 2.05
H -0.14 -0.33 -1.72
H -1.96 -2.04 -1.06
H -2.41 -0.38 -1.48
```

Values from the calculation:
Energy relative to the best compared isomer or geometry (same formula, charge and spin) = 2.512 eV
Net charge = +1
HOMO-LUMO gap = 11.16 eV
LUMO energy = -3.310 eV
SMILES string = CC[C@H]([NH3+])NCC#N
2S+1 = 1
Energy = -361.6758 a.u.

Now the Mulliken charges, all in e:
1. C -1.075
2. C -0.740
3. C -0.404
4. N -0.416
5. N -0.130
6. C -0.325
7. C 0.127
8. N -0.317
9. H 0.304
10. H 0.400
11. H 0.271
12. H 0.433
13. H 0.392
14. H 0.544
15. H 0.358
16. H 0.337
17. H 0.341
18. H 0.244
19. H 0.292
20. H 0.363


3.
Molecular formula: C5H12N3
Method: DFT, ωB97M-V/def2-TZVPD

XYZ file:
```
20
C5H12N3 ωB97M-V/def2-TZVPD
C 0.53 0.82 0.46
N 1.44 1.28 1.49
C 1.31 0.70 2.74
N 1.46 1.36 3.81
H 0.98 1.06 -0.51
H 0.42 -0.26 0.53
H -0.47 1.28 0.54
H 1.46 2.29 1.57
H 1.10 -0.38 2.71
H 1.37 0.73 4.60
C -1.09 -1.53 -1.47
C -0.18 -2.48 -1.60
C -1.72 0.71 -2.02
N -0.87 -0.25 -2.06
H -2.02 -1.63 -0.93
H 0.75 -2.30 -2.13
H -0.36 -3.46 -1.18
H -1.49 1.62 -2.55
H -2.64 0.56 -1.48
H 0.02 -0.11 -2.53
```

Values from the calculation:
Energy relative to the best compared isomer or geometry (same formula, charge and spin) = 3.074 eV
Net charge = +1
HOMO-LUMO gap = 6.25 eV
LUMO energy = -5.726 eV
2S+1 = 1
Energy = -361.6552 a.u.

Now the Mulliken charges, all in e:
1. C -0.758
2. N -0.288
3. C 0.068
4. N -0.624
5. H 0.269
6. H 0.255
7. H 0.299
8. H 0.268
9. H 0.292
10. H 0.265
11. C 0.017
12. C -0.622
13. C -0.194
14. N 0.033
15. H 0.255
16. H 0.250
17. H 0.279
18. H 0.316
19. H 0.274
20. H 0.344


4.
Molecular formula: C5H12N3
Method: DFT, ωB97M-V/def2-TZVPD

XYZ file:
```
20
C5H12N3 ωB97M-V/def2-TZVPD
C 0.45 1.75 -0.05
C -3.42 0.19 0.46
C 0.95 -0.61 0.05
C 2.44 -0.42 0.12
C 0.51 -1.98 -0.03
N 1.67 2.05 0.11
N -2.59 0.40 -0.42
N 0.13 0.40 -0.18
H -0.42 2.32 -0.09
H -4.38 0.52 0.32
H -3.01 -0.11 1.34
H 2.65 0.25 0.82
H 2.86 -0.06 -0.95
H 3.00 -1.45 0.23
H 1.00 -2.79 0.56
H 0.67 -2.28 -1.19
H -0.46 -2.00 0.34
H 1.74 3.06 0.31
H -2.85 0.71 -1.33
H -0.94 0.08 -0.42
```

Values from the calculation:
Energy relative to the best compared isomer or geometry (same formula, charge and spin) = 3.358 eV
Net charge = +1
HOMO-LUMO gap = 10.07 eV
LUMO energy = -4.365 eV
2S+1 = 1
Energy = -361.6447 a.u.

Now the Mulliken charges, all in e:
1. C -0.149
2. C -0.309
3. C 1.121
4. C -1.295
5. C -1.402
6. N -0.474
7. N -0.476
8. N -0.091
9. H 0.444
10. H 0.273
11. H 0.286
12. H 0.517
13. H 0.330
14. H 0.326
15. H 0.401
16. H 0.300
17. H 0.432
18. H 0.264
19. H 0.149
20. H 0.353